Below is a molecular structure, C33H29FeN9O2S2 at a distorted geometry, with properties calculated with ωB97M-V with the def2-TZVPD basis set.

Results
* charge: +1
* frontier orbital gap (alpha / beta): 6.2740 / 7.0682 eV
* 2S+1: 2
* LUMO level (alpha / beta): -0.149 / -0.120 Ha
* HOMO (alpha / beta): -10.325 / -10.326 eV
* relative energy (zero: lowest compared OMol25 entry of this formula, charge and spin): 201.5 kJ/mol

Last column: Mulliken charge in e.
CARTESIAN COORDINATES (ANGSTROEM)
1 Fe 0.0890 0.3121 -0.3809  -0.40
2 N 2.0776 -3.6666 -0.7426  -0.44
3 C 1.7945 -2.3956 -0.3606  0.67
4 S 1.8069 -1.1496 -1.5580  -0.46
5 N 1.5383 -2.1938 0.8886  -1.52
6 N 1.1602 -0.8693 1.1051  2.19
7 C 1.7245 -0.2927 2.1005  -0.13
8 C 2.8184 -0.8647 2.9186  -0.54
9 C 4.0586 -0.2366 2.8931  -0.21
10 C 5.1333 -0.7865 3.5784  -0.84
11 C 4.9638 -1.9571 4.2998  -0.46
12 C 3.7214 -2.5775 4.3399  -0.73
13 C 2.6529 -2.0397 3.6439  -0.13
14 C 1.2637 1.1035 2.3404  0.63
15 C 1.7642 1.9172 3.3422  -0.71
16 C 1.3169 3.2307 3.4056  -0.74
17 C 0.3727 3.6669 2.4933  -0.97
18 C -0.1190 2.7636 1.5634  -0.21
19 N 0.3151 1.5070 1.4925  0.74
20 H 2.4613 -3.8297 -1.6573  0.24
21 H 2.3067 -4.3221 -0.0134  0.26
22 H 4.1944 0.6721 2.3195  0.54
23 H 6.0985 -0.3014 3.5423  0.42
24 H 5.8022 -2.3920 4.8271  0.42
25 H 3.5901 -3.4883 4.9075  0.41
26 H 1.6882 -2.5275 3.6677  0.42
27 H 2.4859 1.5366 4.0491  0.64
28 H 1.7090 3.9003 4.1587  0.47
29 H 0.0105 4.6841 2.4924  0.48
30 H -0.8884 3.0386 0.8570  0.47
31 O 0.9672 3.5975 -4.6144  -0.65
32 C 1.8746 3.9402 -3.6789  0.50
33 C 2.7368 4.9901 -3.9959  -0.72
34 C 3.7109 5.3871 -3.1066  -0.32
35 C 3.8524 4.7559 -1.8702  -0.94
36 C 2.9881 3.7364 -1.5438  -0.48
37 C 1.9897 3.3133 -2.4278  -0.14
38 C 1.1153 2.2059 -2.0208  1.05
39 O 1.1289 1.8275 -0.7928  -0.50
40 N 0.3344 1.6328 -2.9048  -1.58
41 N -0.2676 0.5641 -2.2708  1.16
42 C -0.9676 -0.2472 -2.9645  -0.74
43 C -1.4464 -1.4281 -2.2583  0.91
44 C -2.2021 -2.4247 -2.8520  -1.14
45 C -2.5355 -3.5356 -2.0946  -0.53
46 C -2.1083 -3.6046 -0.7775  -1.31
47 C -1.3770 -2.5488 -0.2539  -0.23
48 N -1.0552 -1.4816 -0.9790  0.90
49 H 0.5126 2.7875 -4.3173  0.57
50 H 2.6205 5.4662 -4.9587  0.45
51 H 4.3746 6.1965 -3.3780  0.38
52 H 4.6271 5.0618 -1.1831  0.43
53 H 3.0658 3.2308 -0.5905  0.48
54 H -1.1327 -0.0916 -4.0231  0.51
55 H -2.5149 -2.3252 -3.8812  0.51
56 H -3.1165 -4.3375 -2.5282  0.49
57 H -2.3337 -4.4613 -0.1594  0.52
58 H -1.0333 -2.5571 0.7717  0.51
59 N -2.2326 -0.0458 2.3588  -0.36
60 C -2.8847 -0.0536 1.1853  0.81
61 S -2.3769 0.9248 -0.0980  -0.52
62 N -3.9382 -0.8798 1.1151  -0.15
63 C -4.7218 -1.3011 0.0002  0.74
64 C -5.2604 -2.5800 0.0936  -0.46
65 C -6.0418 -3.0838 -0.9304  -0.69
66 C -6.2905 -2.3112 -2.0573  -0.56
67 C -5.7745 -1.0274 -2.1284  -0.76
68 C -4.9957 -0.5072 -1.1028  -0.42
69 H -1.4736 0.6090 2.4697  0.10
70 H -2.5607 -0.5468 3.1676  0.19
71 H -4.1245 -1.4256 1.9462  0.27
72 H -5.0683 -3.1848 0.9726  0.34
73 H -6.4581 -4.0777 -0.8442  0.41
74 H -6.8961 -2.7012 -2.8628  0.44
75 H -5.9954 -0.4031 -2.9831  0.44
76 H -4.6257 0.5027 -1.1614  0.60

***

Below is a molecular structure, C33H30As2F6LuN4STe at a distorted geometry, with properties calculated with ωB97M-V with the def2-TZVPD basis set.

Results
* charge: +2
* frontier orbital gap (alpha / beta): 5.3996 / 4.4150 eV
* 2S+1: 2
* LUMO level (alpha / beta): -0.309 / -0.342 Ha
* HOMO (alpha / beta): -13.799 / -13.710 eV
* relative energy (zero: lowest compared OMol25 entry of this formula, charge and spin): 0.0 kJ/mol

Last column: Mulliken charge in e.
CARTESIAN COORDINATES (ANGSTROEM)
1 Lu 1.8067 2.4863 0.2680  1.78
2 N 5.5689 1.9890 -2.6402  -0.33
3 C 4.5820 1.9168 -1.7147  0.63
4 S 3.0731 1.3214 -2.1674  -0.32
5 N 5.0265 2.2894 -0.4692  -1.40
6 N 4.1378 2.1055 0.5301  1.15
7 C 4.5402 2.2340 1.7902  -0.56
8 C 3.5375 2.0034 2.8071  1.03
9 C 3.6705 2.3709 4.1748  -1.06
10 C 2.6327 2.0979 5.0608  -0.37
11 C 1.4946 1.4319 4.5977  -0.72
12 C 1.4181 1.1259 3.2528  -0.17
13 N 2.3825 1.4736 2.3964  0.11
14 H 5.4843 1.5533 -3.5605  0.23
15 H 6.4461 2.3756 -2.3723  0.26
16 H 5.5704 2.4712 2.0647  0.45
17 H 4.5739 2.7846 4.5593  0.50
18 H 2.6475 2.4559 6.1006  0.42
19 H 0.6487 1.2346 5.2746  0.38
20 H 0.5882 0.5677 2.8667  0.52
21 F 0.2389 1.8376 -0.9121  -0.65
22 As -0.1716 4.5878 -0.2251  1.04
23 F -0.2098 5.2626 -1.8564  -0.44
24 F -1.9167 4.4239 0.0481  -0.43
25 F -0.0113 6.0846 0.6727  -0.40
26 F 0.6053 3.1139 1.8795  -0.73
27 F 2.6867 4.2100 -0.1159  -0.73
28 C -3.9654 2.2440 -0.8095  -0.99
29 Te -3.0777 1.1589 0.9218  0.55
30 C -5.1720 0.7657 1.3867  -0.99
31 C -6.0501 1.2787 0.2810  0.74
32 C -7.4286 0.9763 0.2320  -0.80
33 C -8.2344 1.4819 -0.7713  -0.36
34 C -7.6978 2.2666 -1.7590  -0.67
35 C -6.3436 2.5255 -1.7645  -0.58
36 C -5.4528 2.0794 -0.7828  0.46
37 H -3.5058 1.7936 -1.7220  0.50
38 H -3.6196 3.2726 -0.6882  0.57
39 H -5.4580 1.2526 2.3522  0.45
40 H -5.3182 -0.3093 1.5195  0.50
41 H -7.8697 0.3834 1.0281  0.44
42 H -9.3310 1.2129 -0.8093  0.34
43 H -8.3387 2.6300 -2.5677  0.39
44 H -5.9177 3.0611 -2.6202  0.41
45 C 0.0231 -6.1735 1.8878  -0.49
46 C 1.2465 -5.8441 1.3330  -0.70
47 C 1.4266 -4.5799 0.7224  -0.33
48 C 0.4594 -3.5939 0.8338  0.60
49 C -0.7252 -3.8869 1.5364  -0.36
50 C -0.9615 -5.1806 1.9852  -0.59
51 As 0.8156 -1.7235 0.2476  0.58
52 C 2.5422 -1.9709 -0.6700  -0.08
53 C 2.8095 -2.6026 -1.8830  0.34
54 C 4.0614 -2.4639 -2.5214  -0.86
55 C 5.0685 -1.7312 -1.8442  -0.58
56 C 4.8466 -1.2809 -0.5478  -0.69
57 C 3.5877 -1.3474 0.0039  -0.41
58 C -0.4105 -1.5463 -1.2258  0.80
59 C 0.0528 -1.2377 -2.4987  0.01
60 C -0.7929 -1.4213 -3.6032  -0.88
61 C -2.1439 -1.7195 -3.4314  -0.69
62 C -2.6279 -1.8607 -2.1369  -0.77
63 C -1.7659 -1.8410 -1.0381  -0.53
64 H -0.2040 -7.1666 2.3094  0.38
65 H 2.0595 -6.5527 1.2800  0.42
66 H 2.3367 -4.3676 0.1984  0.44
67 H -1.4443 -3.0609 1.7243  0.30
68 H -1.9634 -5.4246 2.3955  0.35
69 H 2.0591 -3.1644 -2.4362  0.64
70 H 4.2686 -2.8786 -3.4928  0.46
71 H 6.0254 -1.5829 -2.3252  0.52
72 H 5.6897 -0.8900 0.0407  0.43
73 H 3.3982 -0.8587 0.9732  0.18
74 H 1.0584 -0.8619 -2.7105  0.50
75 H -0.4411 -1.1980 -4.5835  0.47
76 H -2.8409 -1.8191 -4.2320  0.47
77 H -3.6893 -2.0548 -1.9981  0.50
78 H -2.0954 -1.9965 -0.0303  0.41

***

Below is a molecular structure, C33H30AsInN2O5SSe, with properties calculated with ωB97M-V with the def2-TZVPD basis set.

Results
* charge: 0
* frontier orbital gap: 8.1959 eV
* 2S+1: 1
* LUMO level: 0.011 Ha
* HOMO: -7.883 eV

Last column: Mulliken charge in e.
CARTESIAN COORDINATES (ANGSTROEM)
1 In -2.2915 0.1569 0.2433  0.77
2 O -4.2494 -2.2920 0.5844  -0.65
3 C -4.0500 -2.1792 -0.6120  0.59
4 N -2.8297 -1.8340 -1.1730  -0.45
5 S -3.0396 -1.2592 -2.6762  1.36
6 O -3.0843 0.1943 -2.5952  -0.69
7 O -2.1383 -1.8217 -3.6430  -0.68
8 C -4.6819 -1.8965 -2.8941  0.12
9 C -5.4357 -2.0376 -4.0414  -0.66
10 C -6.6783 -2.6495 -3.9132  -0.47
11 C -7.1304 -3.1012 -2.6748  -0.47
12 C -6.3485 -2.9601 -1.5334  -0.54
13 C -5.1134 -2.3594 -1.6640  0.09
14 H -5.0719 -1.6868 -4.9993  0.44
15 H -7.2970 -2.7878 -4.7913  0.39
16 H -8.0991 -3.5805 -2.6048  0.38
17 H -6.6822 -3.3146 -0.5661  0.48
18 C -0.7066 -2.2281 4.2948  -1.78
19 C -0.5573 -1.9342 2.8153  0.82
20 C 0.6261 -2.6510 2.1716  -0.83
21 O -0.4078 -0.5106 2.4909  -0.38
22 H -0.6829 -3.3099 4.4361  0.50
23 H -1.6489 -1.8545 4.6942  0.41
24 H 0.1133 -1.7882 4.8696  0.37
25 H -1.4706 -2.2410 2.3023  0.19
26 H 1.4628 -1.9677 2.0321  -0.04
27 H 0.3616 -3.0323 1.1843  0.27
28 H 0.9631 -3.4840 2.7899  0.39
29 O -0.1367 -0.2464 -0.6146  0.02
30 As 1.1201 0.7283 -1.0924  1.15
31 C 0.8656 2.4929 -0.4006  0.11
32 C 1.1923 2.7501 0.9263  -0.20
33 C 0.8527 3.9668 1.4988  -0.85
34 C 0.1778 4.9204 0.7475  -0.52
35 C -0.1755 4.6533 -0.5689  -0.82
36 C 0.1608 3.4369 -1.1464  -0.45
37 C 1.3187 0.8076 -2.9895  0.28
38 C 1.8206 1.9296 -3.6428  -0.22
39 C 1.9489 1.9129 -5.0231  -0.74
40 C 1.5741 0.7834 -5.7419  -0.44
41 C 1.0743 -0.3336 -5.0863  -0.74
42 C 0.9428 -0.3257 -3.7048  -0.30
43 C 2.7461 -0.0178 -0.3996  0.35
44 C 2.8696 -1.4020 -0.5010  -0.61
45 C 3.9953 -2.0317 0.0067  -0.62
46 C 4.9913 -1.2830 0.6240  -0.56
47 C 4.8709 0.0964 0.7183  -0.72
48 C 3.7498 0.7336 0.2007  -0.19
49 H 1.6848 1.9968 1.5240  0.42
50 H 1.1058 4.1595 2.5346  0.46
51 H -0.0881 5.8716 1.1930  0.40
52 H -0.7246 5.3880 -1.1444  0.41
53 H -0.1480 3.2175 -2.1592  0.54
54 H 2.1292 2.8035 -3.0836  0.46
55 H 2.3378 2.7821 -5.5386  0.41
56 H 1.6620 0.7808 -6.8212  0.39
57 H 0.7621 -1.2055 -5.6478  0.41
58 H 0.5045 -1.1758 -3.1943  0.21
59 H 2.0749 -1.9845 -0.9501  0.43
60 H 4.0917 -3.1075 -0.0699  0.41
61 H 5.8654 -1.7768 1.0311  0.41
62 H 5.6507 0.6801 1.1927  0.47
63 H 3.6716 1.8115 0.2579  0.42
64 Se -0.9021 0.7730 3.6224  0.19
65 C 0.8026 1.2028 4.3471  0.34
66 C 1.9674 0.5515 3.9662  -0.25
67 C 3.1670 0.9664 4.5295  -0.35
68 N 3.2761 1.9559 5.4184  -0.64
69 C 2.1422 2.5631 5.7744  -0.40
70 C 0.8927 2.2295 5.2776  -0.61
71 H 1.9424 -0.2502 3.2405  0.43
72 H 4.0917 0.4730 4.2474  0.41
73 H 2.2362 3.3636 6.5010  0.38
74 H 0.0133 2.7686 5.6137  0.39

***

no.,electronic energy (eV)
1,-108250.944
2,-230387.404
3,-190118.492